Entry from the Open Molecules 2025 dataset: a cluster of 5 separate species, C4H18O4 in total (the ωB97M-V functional and the def2-TZVPD basis).

Positions of all 26 atoms, in Å:
1 C 1.002625 -0.292967 -4.859152
2 C 0.056326 -1.509369 -4.702363
3 C -0.345146 -1.811384 -3.254624
4 C 0.652897 -2.793070 -2.642102
5 H 0.736544 0.408152 -4.058059
6 H 0.909758 0.186010 -5.818870
7 H 2.039552 -0.551561 -4.613173
8 H 0.503088 -2.376452 -5.172577
9 H -0.827718 -1.286693 -5.315338
10 H -0.278037 -0.910122 -2.649405
11 H -1.340622 -2.264814 -3.235277
12 H 1.609194 -2.346731 -2.367096
13 H 0.816333 -3.725072 -3.190163
14 H 0.374901 -3.083968 -1.612245
15 O 2.642933 1.015593 5.697500
16 H 2.372554 0.424259 4.987303
17 H 2.609542 0.454372 6.480573
18 O -3.886901 1.044364 4.611168
19 H -4.139636 1.882440 5.032471
20 H -3.937150 0.504567 5.417518
21 O 0.607471 2.260651 1.439246
22 H -0.124439 1.685415 1.183001
23 H 0.453047 3.036060 0.883486
24 O -1.080772 3.367334 6.230299
25 H -0.127684 3.211521 6.229325
26 H -1.298654 3.471463 5.298563

Atomic forces in eV per Å
-0.10 -0.61 1.57
-0.30 1.05 -0.66
0.99 -0.91 -0.45
0.12 -0.33 1.74
-0.10 0.28 -0.40
0.18 0.11 -0.32
-0.07 -0.04 -0.45
0.11 -0.36 0.00
-0.02 -0.06 0.26
-0.55 0.18 -0.03
0.04 0.30 0.17
0.31 0.25 -0.85
-0.07 0.28 -0.17
-0.55 -0.15 -0.41
-0.08 -0.20 0.10
0.01 0.12 -0.10
0.04 0.13 0.00
-0.35 0.30 1.21
0.14 0.11 -0.66
0.23 -0.39 -0.55
-0.37 0.12 -0.35
0.14 -0.10 0.19
0.22 -0.02 0.18
0.16 0.01 -0.06
-0.13 -0.02 0.03
-0.01 -0.05 0.01

Values from the calculation:
Spin multiplicity   1
Energy   -12629.46601 eV
LUMO energy   0.514 eV
SMILES string   CCCC.O.O.O.O
Relative energy (zero: lowest compared OMol25 entry of this formula, charge and spin)   87.3 kJ/mol
E_HOMO   -0.4122 hartree